1) ORCA calculation (ωB97M-V with the def2-TZVPD basis set) on the molecule C4H8N4.

```
! RIJCOSX wB97M-V def2-TZVPD def2/J DEFGRID3
* xyz 0 1
H 1.65018 2.36189 0.15398
H 3.15747 0.10869 0.29975
N 1.15078 -1.14564 0.07436
H -0.12900 -0.95035 -1.69314
H -1.94810 -0.98972 -0.85437
N -1.13549 1.45172 -0.47413
H -1.01527 0.40822 1.72624
C -1.41787 0.53847 0.65834
H -2.41690 0.43355 0.81151
H -1.67359 -1.69223 0.69366
C -1.29802 -0.89886 0.02205
N -0.13784 -1.31878 -0.62981
C 1.83577 0.19124 0.26956
H 2.04747 -1.75870 -0.55719
C 1.26403 1.36124 0.12261
N 0.06638 1.89925 -0.62343
*
```

Calculated values
SMILES string: C1=C\NNCC\N=N/1
Orbital gap: 9.069 eV
E_LUMO: 0.30 eV

2) ORCA calculation (ωB97M-V with the def2-TZVPD basis set) on the molecule C4H8N4.

```
! RIJCOSX wB97M-V def2-TZVPD def2/J DEFGRID3
* xyz 0 1
H -2.38194 1.22951 -0.46207
H -1.79837 -1.74071 -0.53057
C -2.43325 0.31891 0.21975
N 0.68331 -1.37795 0.07103
N -1.56155 -0.77256 -0.26152
C 2.17404 -0.93130 0.10289
C 2.21707 0.69382 0.04730
N 1.16328 1.42152 -0.12964
H 2.73736 -1.46568 1.02190
H 3.14706 1.14874 -0.09425
H -0.69765 1.52704 -0.41488
C -0.24516 -0.52796 0.09875
N -0.01211 0.85085 0.10843
H 2.75673 -1.23753 -0.98285
H -3.52382 0.17065 0.01676
H -2.22498 0.69264 1.18896
*
```

Calculated values
SMILES string: CNC1=NCC=NN1
Orbital gap: 9.228 eV
E_LUMO: 0.83 eV

Which of them is least stable? Easy: 1).

1) ORCA calculation (ωB97M-V with the def2-TZVPD basis set) on the molecule C4H8N4.

```
! RIJCOSX wB97M-V def2-TZVPD def2/J DEFGRID3
* xyz 0 1
H -1.24618 -0.81113 -2.11764
N -0.58861 -0.37478 -0.08489
C -1.10474 -0.27480 1.31163
C -1.64539 -0.37579 -1.13662
H -1.50375 0.67005 1.69539
H -2.01667 0.69512 -1.35174
N 2.87399 -1.84963 -0.17794
N 0.30287 0.63822 -0.62450
H -2.63738 -0.95698 -0.75285
H -1.60540 -1.17613 1.53922
C 2.32561 -0.84444 -0.18729
C 1.63413 0.53680 -0.16530
H -0.03391 1.56118 -0.18430
H 3.13666 1.26950 0.29935
H -0.14721 -0.33066 1.96678
N 2.25598 1.62348 -0.02931
*
```

Calculated values
SMILES string: [H]/N=C(\C#N)NN(C)C
Orbital gap: 10.075 eV
E_LUMO: 0.47 eV

2) ORCA calculation (ωB97M-V with the def2-TZVPD basis set) on a structure of composition C4H8N4.

```
! RIJCOSX wB97M-V def2-TZVPD def2/J DEFGRID3
* xyz 0 1
H -0.93417 -2.26730 0.15220
C -2.16886 0.53061 -0.79186
H 3.19588 -0.51662 -1.07861
H 0.30050 2.56022 0.06200
N -1.43062 0.66100 0.22927
H -1.82980 0.05350 -1.71711
N 0.74454 1.80726 0.57055
N -0.72314 -1.65595 0.92997
C -0.18102 -0.42100 1.03235
H 1.16413 -1.44632 -0.70936
H -0.92429 -2.17675 1.76882
C 1.44834 -0.47464 -0.28804
N 2.56186 0.07864 -0.55005
H 1.66132 1.77600 0.99344
H -3.17626 0.93055 -0.79589
C 0.29159 0.56080 0.19234
*
```

Calculated values
Orbital gap (alpha / beta): 6.838 / 6.837 eV
E_LUMO (alpha / beta): 0.47 / 0.47 eV

3) ORCA calculation (ωB97M-V with the def2-TZVPD basis set) on the molecule C4H8N4.

```
! RIJCOSX wB97M-V def2-TZVPD def2/J DEFGRID3
* xyz 0 1
H 2.76227 -1.02518 0.52150
H 2.77260 -0.24374 -1.03215
N -1.91826 -0.83772 0.39741
H -1.59657 0.88387 -1.37736
C -1.50481 1.40459 -0.43980
C -0.99809 0.32137 0.53371
N 2.59495 -0.20761 -0.02725
H -1.10424 0.55725 1.60050
H 0.73636 -2.44262 -0.50187
C 0.05362 -1.66530 -0.12987
H -2.53672 1.63836 -0.15771
H -0.92952 2.32223 -0.54389
H 1.37901 0.94895 1.10697
C 0.25272 -0.31735 0.05617
N -1.38163 -1.81124 -0.19123
N 1.41831 0.47415 0.18489
*
```

Calculated values
SMILES string: C[C@H]1N=NC=C1NN
Orbital gap: 9.290 eV
E_LUMO: 0.50 eV

Which of them is least stable? Easy: 2).

1) ORCA calculation (ωB97M-V with the def2-TZVPD basis set) on the molecule C4H8N4.

```
! RIJCOSX wB97M-V def2-TZVPD def2/J DEFGRID3
* xyz 0 1
H -0.35896 1.23968 0.62202
H 3.08785 0.44746 0.76542
H -1.65604 -1.25047 1.08984
H 1.79547 0.18706 -0.90729
C -0.14160 0.28904 0.17136
H -0.79410 -0.39559 -2.82776
H -2.28389 0.65027 0.86659
H -2.71865 -0.95344 -1.38581
C -0.81720 -0.07258 -1.76433
N 2.15468 0.42547 0.19033
N 0.12467 0.39439 -1.24923
C -1.54958 -0.25243 0.46960
N -1.91318 -0.33093 -1.05010
N 0.97294 -0.38022 2.16824
H 1.99093 -0.53415 2.32952
C 1.10231 0.01067 0.96217
*
```

Calculated values
SMILES string: [H]/N=C(\N)[C@@H]1CNC=N1
Orbital gap: 9.480 eV
E_LUMO: 0.80 eV

2) ORCA calculation (ωB97M-V with the def2-TZVPD basis set) on the molecule C4H8N4.

```
! RIJCOSX wB97M-V def2-TZVPD def2/J DEFGRID3
* xyz 0 1
H 0.49443 -0.35026 0.78557
N -1.20807 0.83566 -0.85846
H 0.62133 2.15648 -0.02046
C -1.31121 1.07387 0.57576
H -1.32038 2.97424 -0.62818
N 2.54088 -1.84562 1.33378
H -1.18988 -0.45202 -2.51264
N -0.05160 -1.24090 -0.98678
N 0.57591 -1.04453 0.18492
H -1.07011 0.22667 1.33990
C 1.69292 -1.89536 0.36230
H 1.70969 -2.64067 -0.52789
C -0.84741 -0.27422 -1.43506
H -2.42291 1.39351 0.75296
H 2.31830 -1.00888 1.94124
C -0.53188 2.09203 -0.30695
*
```

Calculated values
SMILES string: [H]/N=C\N/N=C\N1CC1
Orbital gap: 8.941 eV
E_LUMO: 0.60 eV

3) ORCA calculation (ωB97M-V with the def2-TZVPD basis set) on the molecule C4H8N4.

```
! RIJCOSX wB97M-V def2-TZVPD def2/J DEFGRID3
* xyz 0 1
N -0.52229 -1.15123 -0.86611
N -0.67481 0.99090 -1.33245
H 2.33222 0.31698 0.26574
H -1.60870 0.18557 1.52731
C 1.24539 0.13760 0.09628
C 0.39201 -0.21690 1.30596
C -1.10706 -0.11935 -1.58642
H 1.20648 -0.31643 2.21227
N 0.51592 1.30691 -0.57718
H 1.25134 -1.78192 0.27984
H -1.85459 -0.35366 -2.47261
H 0.78106 2.20608 -0.16612
H -0.83489 1.28716 0.82122
N -0.70285 0.69527 1.50635
H -0.97831 -2.13334 -1.02794
C 0.55907 -1.05364 0.01388
*
```

Calculated values
SMILES string: N[C@H]1[C@H]2NC=NN[C@@H]12
Orbital gap: 8.549 eV
E_LUMO: 0.77 eV

Which of them is least stable? Easy: 2).